[1]
ORCA calculation (ωB97M-V with the def2-TZVPD basis set) on C10H18OSi as an isolated structure.

ΔE to the lowest compared entry with this formula, charge and spin ... 115.25 kJ/mol
LUMO ... 0.8391 eV
Net charge ... 0
Electronic energy ... -20586.414 eV
Kohn-Sham gap ... 8.76 eV

XYZ file:
```
30
C10H18OSi ωB97M-V with the def2-TZVPD basis set
C -3.35357 0.74702 0.29669
C -2.13064 0.44108 0.77039
C -3.78692 -0.29516 -0.59085
C -1.62181 -0.79329 0.15065
C -2.82413 -1.22545 -0.68458
C 1.96656 -2.68381 0.56394
C 1.77662 1.96804 -1.67083
C 0.94858 1.38775 2.17560
C 1.88477 -1.59836 -0.50441
C 0.48235 1.20949 -1.38046
O 1.19986 0.28508 1.35087
Si 0.66990 -0.19829 -0.10109
H -3.94429 1.60980 0.55031
H -1.57501 1.02758 1.47761
H -4.75314 -0.33548 -1.06250
H -1.36948 -1.57746 0.86364
H -2.82998 -2.13758 -1.25409
H 1.01838 -3.21066 0.64985
H 2.74119 -3.40864 0.31315
H 2.20369 -2.24605 1.53083
H 2.19216 2.39276 -0.75945
H 2.52349 1.31169 -2.11377
H 1.58987 2.78276 -2.36915
H 1.86922 1.62582 2.71299
H 0.17009 1.13814 2.90106
H 0.63182 2.25942 1.59837
H 1.62536 -2.04679 -1.46218
H 2.87709 -1.15810 -0.62529
H 0.08433 0.81517 -2.31469
H -0.26638 1.91355 -1.01262
```


[2]
ORCA calculation (ωB97M-V with the def2-TZVPD basis set) on C30H55N4OP2PbS as an isolated structure.

ΔE to the lowest compared entry with this formula, charge and spin ... 0.00 kJ/mol
LUMO (alpha / beta) ... -11.0388 / -9.9906 eV
Net charge ... +3
Electronic energy ... -74647.254 eV
Kohn-Sham gap (alpha / beta) ... 5.25 / 6.09 eV

XYZ file:
```
94
C30H55N4OP2PbS ωB97M-V with the def2-TZVPD basis set
C -1.40045 1.53071 1.94749
C -0.71023 -0.51591 2.88893
C -2.17926 1.82812 3.06607
C -1.38034 -0.18117 4.09234
C -2.12949 0.97703 4.17251
H -2.77573 2.73665 3.04348
H -1.30599 -0.90527 4.90011
H -2.67097 1.23095 5.08129
N -0.70132 0.39158 1.84791
P 0.20493 2.68323 -0.12833
P 0.35509 -2.49400 1.20453
C -1.39402 2.52337 0.77645
H -2.17021 2.22295 0.05584
H -1.69055 3.51321 1.15068
C 2.27487 -0.94180 -2.43937
O 2.96236 -1.21921 -3.30602
C -0.09891 -1.79382 2.74697
H 0.02978 -2.37343 3.66859
C -1.11613 -3.52007 0.55865
C 1.92689 -3.50961 1.46240
C -0.18391 3.28710 -1.90745
C 1.12497 3.92279 0.97344
C -0.93317 -3.70272 -0.96045
H -0.02368 -4.26783 -1.20439
H -1.79618 -4.25943 -1.35733
H -0.88705 -2.73289 -1.47338
C -1.19877 -4.87926 1.26711
H -0.35978 -5.54507 1.02940
H -1.26848 -4.76540 2.35682
H -2.11594 -5.38686 0.92867
C -2.41720 -2.74973 0.83601
H -3.26560 -3.31960 0.42266
H -2.58213 -2.63116 1.91577
H -2.40992 -1.75801 0.36563
C 2.21006 -4.33503 0.19199
H 2.22791 -3.70757 -0.70968
H 3.19982 -4.80322 0.29411
H 1.47768 -5.14116 0.04962
C 3.07640 -2.51880 1.71170
H 3.24819 -1.87074 0.84255
H 2.88560 -1.88485 2.58818
H 4.00407 -3.08177 1.89546
C 1.81430 -4.43692 2.67675
H 1.00053 -5.16475 2.59141
H 2.75672 -5.00189 2.75203
H 1.68213 -3.87551 3.60786
C 2.52712 4.18809 0.39417
H 2.97899 5.01389 0.96686
H 3.17251 3.30245 0.48855
H 2.51843 4.47815 -0.66277
C 1.28449 3.27924 2.36283
H 0.32974 3.23901 2.90347
H 1.70491 2.26454 2.30434
H 1.97684 3.89663 2.95361
C 0.35620 5.24979 1.10820
H 0.80664 5.81511 1.93766
H 0.44127 5.87512 0.21229
H -0.70406 5.11542 1.35059
C -1.67842 3.14962 -2.22771
H -2.29714 3.81454 -1.60761
H -1.83676 3.44481 -3.27692
H -2.02806 2.11486 -2.12269
C 0.62492 2.37155 -2.85066
H 0.24739 1.33800 -2.83419
H 0.51866 2.74649 -3.87923
H 1.69523 2.35862 -2.59803
C 0.21914 4.74762 -2.13066
H -0.38265 5.43498 -1.52362
H 1.28503 4.92909 -1.95554
H 0.02421 4.99543 -3.18559
Pb 0.76076 -0.11495 -0.18099
N -1.45650 -0.29230 -1.52153
C -2.42718 -0.43992 -2.15886
C -3.61448 -0.73810 -3.02416
C -4.59507 -1.59956 -2.22257
C -4.28651 0.57751 -3.43933
C -3.12923 -1.48853 -4.26923
H -4.12298 -2.54520 -1.92105
H -4.92966 -1.06628 -1.32249
H -5.47963 -1.83959 -2.82527
H -3.59415 1.19451 -4.02757
H -5.17137 0.37864 -4.05762
H -4.60985 1.14478 -2.55610
H -3.96988 -1.71168 -4.93714
H -2.40385 -0.87881 -4.82490
H -2.65435 -2.43812 -3.98799
N 5.93586 -0.44548 -0.62422
C 5.16375 0.27067 0.22485
N 5.62829 0.41779 1.47883
S 3.67758 0.92170 -0.28776
H 6.91707 -0.60455 -0.42584
H 5.64955 -0.47688 -1.59675
H 5.09471 0.97153 2.13644
H 6.53562 0.06653 1.76891
```


[3]
ORCA calculation (ωB97M-V with the def2-TZVPD basis set) on an isolated molecule of C20H18ClN3O4S2.

ΔE to the lowest compared entry with this formula, charge and spin ... 0.00 kJ/mol
LUMO ... 0.0822 eV
Net charge ... 0
Electronic energy ... -67885.753 eV
Kohn-Sham gap ... 8.68 eV

XYZ file:
```
48
C20H18ClN3O4S2 ωB97M-V with the def2-TZVPD basis set
C -3.16234 8.37866 -1.44585
C -3.13288 6.86118 -1.55487
O -1.81367 6.34895 -1.34746
C -1.42630 6.15243 -0.08611
O -2.10123 6.38601 0.87843
C -0.02784 5.55733 -0.04958
C -0.12835 4.10296 -0.39253
C -0.33618 3.58056 -1.63292
S -0.43851 1.85417 -1.58032
C -0.19162 1.98339 0.13649
N -0.13890 0.87429 0.94273
C -0.29667 -0.39259 0.49159
N -0.48217 -0.57409 -0.76275
S -0.62382 -2.04868 -1.50367
O -0.30616 -1.82999 -2.87874
O -1.89873 -2.62812 -1.18551
C 0.68162 -3.03969 -0.76788
C 1.97407 -2.55381 -0.79775
C 2.98686 -3.27075 -0.18532
C 2.67850 -4.46941 0.44420
Cl 3.92659 -5.34837 1.24231
C 1.38482 -4.97177 0.44685
C 0.38021 -4.24578 -0.16862
C -0.18837 -1.44894 1.51989
C 0.97533 -1.55743 2.27709
C 1.10107 -2.57080 3.20933
C 0.05833 -3.45991 3.41105
C -1.10931 -3.33770 2.67619
C -1.23553 -2.34085 1.72470
N -0.04940 3.17970 0.60215
H -4.16247 8.74019 -1.66649
H -2.89212 8.68321 -0.43777
H -2.46108 8.82058 -2.14960
H -3.41006 6.53182 -2.55828
H -3.80547 6.41488 -0.81542
H 0.37489 5.66027 0.95621
H 0.59559 6.07434 -0.77821
H -0.43623 4.11406 -2.55528
H -0.01575 1.04758 1.93176
H 2.17231 -1.61945 -1.29929
H 4.00306 -2.90921 -0.19022
H 1.17128 -5.91283 0.92827
H -0.64013 -4.59373 -0.18599
H 1.78874 -0.86507 2.11334
H 2.01199 -2.66396 3.78079
H 0.15646 -4.24631 4.14396
H -1.92578 -4.02412 2.84004
H -2.13192 -2.25401 1.13171
```


[4]
ORCA calculation (ωB97M-V with the def2-TZVPD basis set) on an isolated ion of composition C6H16N4O2P and charge +1.

ΔE to the lowest compared entry with this formula, charge and spin ... 50.56 kJ/mol
LUMO ... -3.8349 eV
Net charge ... +1
Electronic energy ... -25815.165 eV
Kohn-Sham gap ... 7.77 eV

XYZ file:
```
29
C6H16N4O2P ωB97M-V with the def2-TZVPD basis set
C 2.93126 1.54888 0.58487
P 1.90865 0.73407 -0.72659
C 2.36677 -1.06355 -0.92603
C 0.07266 0.93806 -0.40516
N -0.64639 0.40212 -1.61174
C -1.96640 -0.22287 -1.30265
C -1.80667 -1.41932 -0.32112
N -3.05362 -1.59914 0.43745
N -0.67066 -1.16118 0.58912
C -0.49388 0.23937 0.86901
O 0.38131 0.43444 1.97648
N -0.14162 1.46260 2.77581
O 0.14541 2.51490 2.36536
H 3.02357 0.90297 1.46710
H 3.92847 1.80721 0.22429
H 2.45711 2.47755 0.91582
H 3.07264 -1.32324 -0.12790
H 1.48058 -1.70623 -0.86477
H 2.86722 -1.23176 -1.88025
H -0.18446 1.99902 -0.32399
H -0.79904 1.19538 -2.23031
H -0.03427 -0.25514 -2.10077
H -2.67371 0.49657 -0.88403
H -2.36575 -0.61284 -2.24039
H -1.61867 -2.30470 -0.93474
H -2.92113 -2.44339 0.98160
H -3.09360 -0.84296 1.11120
H -0.72499 -1.71119 1.43179
H -1.44080 0.74438 1.15056
```


Repeat the third record exactly.
ORCA calculation (ωB97M-V with the def2-TZVPD basis set) on an isolated molecule of C20H18ClN3O4S2.

ΔE to the lowest compared entry with this formula, charge and spin ... 0.00 kJ/mol
LUMO ... 0.0822 eV
Net charge ... 0
Electronic energy ... -67885.753 eV
Kohn-Sham gap ... 8.68 eV

XYZ file:
```
48
C20H18ClN3O4S2 ωB97M-V with the def2-TZVPD basis set
C -3.16234 8.37866 -1.44585
C -3.13288 6.86118 -1.55487
O -1.81367 6.34895 -1.34746
C -1.42630 6.15243 -0.08611
O -2.10123 6.38601 0.87843
C -0.02784 5.55733 -0.04958
C -0.12835 4.10296 -0.39253
C -0.33618 3.58056 -1.63292
S -0.43851 1.85417 -1.58032
C -0.19162 1.98339 0.13649
N -0.13890 0.87429 0.94273
C -0.29667 -0.39259 0.49159
N -0.48217 -0.57409 -0.76275
S -0.62382 -2.04868 -1.50367
O -0.30616 -1.82999 -2.87874
O -1.89873 -2.62812 -1.18551
C 0.68162 -3.03969 -0.76788
C 1.97407 -2.55381 -0.79775
C 2.98686 -3.27075 -0.18532
C 2.67850 -4.46941 0.44420
Cl 3.92659 -5.34837 1.24231
C 1.38482 -4.97177 0.44685
C 0.38021 -4.24578 -0.16862
C -0.18837 -1.44894 1.51989
C 0.97533 -1.55743 2.27709
C 1.10107 -2.57080 3.20933
C 0.05833 -3.45991 3.41105
C -1.10931 -3.33770 2.67619
C -1.23553 -2.34085 1.72470
N -0.04940 3.17970 0.60215
H -4.16247 8.74019 -1.66649
H -2.89212 8.68321 -0.43777
H -2.46108 8.82058 -2.14960
H -3.41006 6.53182 -2.55828
H -3.80547 6.41488 -0.81542
H 0.37489 5.66027 0.95621
H 0.59559 6.07434 -0.77821
H -0.43623 4.11406 -2.55528
H -0.01575 1.04758 1.93176
H 2.17231 -1.61945 -1.29929
H 4.00306 -2.90921 -0.19022
H 1.17128 -5.91283 0.92827
H -0.64013 -4.59373 -0.18599
H 1.78874 -0.86507 2.11334
H 2.01199 -2.66396 3.78079
H 0.15646 -4.24631 4.14396
H -1.92578 -4.02412 2.84004
H -2.13192 -2.25401 1.13171
```